[1]
{
  "formula": "C19H20BiF5N5O6PS2",
  "method": "ωB97M-V/def2-TZVPD",
  "total_charge": -1,
  "s_squared": 0.753,
  "relative_energy_kcal_mol": 23.7,
  "mol_weight_g_mol": 813.5,
  "lumo_ev": [1.60, 1.10],
  "e_homo_ev": [-5.263, -5.982],
  "multiplicity": 2,
  "species": ["Bi", "N", "C", "C", "N", "C", "C", "N", "C", "C", "N", "H", "H", "H", "H", "H", "H", "C", "C", "O", "P", "S", "S", "O", "C", "C", "H", "H", "H", "H", "H", "H", "H", "H", "H", "H", "O", "C", "O", "C", "C", "C", "C", "C", "C", "N", "O", "O", "H", "H", "H", "H", "F", "C", "F", "C", "F", "F", "F"],
  "xyz": [[2.04800, -0.39727, 0.54064], [-1.13882, 0.05790, 2.98301], [-1.57614, -0.91104, 3.81914], [-0.97588, -0.78378, 4.97784], [-0.20562, 0.32939, 4.99332], [-0.32478, 0.84831, 3.76911], [0.56226, 1.82187, 3.15588], [1.46524, 1.55810, 2.23980], [1.98237, 2.81810, 1.83977], [1.37556, 3.80299, 2.57195], [0.48009, 3.17893, 3.38748], [-1.48263, 0.23147, 2.04798], [-2.23954, -1.66721, 3.45255], [-0.92193, -1.31944, 5.88879], [2.77635, 2.86954, 1.07152], [1.48331, 4.85232, 2.30883], [-0.27991, 3.56425, 3.98097], [-2.02810, -3.06538, -2.68599], [-1.03192, -2.01215, -2.18899], [0.04605, -2.66650, -1.52526], [1.57115, -2.83780, -2.08288], [1.80790, -1.74683, -3.68677], [2.80519, -2.79208, -0.39300], [1.85131, -4.34762, -2.59536], [1.57650, -5.48052, -1.82083], [0.48961, -6.30031, -2.46163], [-2.82109, -2.55670, -3.17461], [-2.41422, -3.70447, -1.82912], [-1.63993, -3.80867, -3.35117], [-1.67543, -1.38795, -1.43840], [-0.65981, -1.40612, -3.01637], [1.35410, -5.32114, -0.77076], [2.44246, -6.15365, -1.80151], [-0.46030, -5.68759, -2.46867], [0.31731, -7.21058, -1.90454], [0.71579, -6.52985, -3.46730], [-2.05840, 0.96662, 0.51491], [-1.36966, 1.46520, -0.40583], [-0.29112, 1.04524, -0.91700], [-1.94442, 2.73392, -1.07223], [-1.13115, 3.85309, -1.14803], [-1.54716, 5.09128, -1.62215], [-2.86617, 5.17895, -2.09126], [-3.72185, 4.08138, -2.06921], [-3.25288, 2.83844, -1.62415], [-3.33762, 6.51645, -2.54531], [-4.50506, 6.64671, -2.87148], [-2.55877, 7.45772, -2.61351], [-0.10576, 3.75889, -0.81935], [-0.94557, 5.97018, -1.59349], [-4.77435, 4.15014, -2.23243], [-4.04325, 2.05867, -1.59569], [3.38606, -2.14523, 3.06401], [3.73241, -1.10356, 2.11577], [3.84253, -0.01327, 2.95782], [5.21457, -1.55802, 1.66182], [6.14458, -1.34106, 2.66455], [5.55207, -0.70188, 0.64829], [5.30646, -2.78841, 1.22853]],
  "nbo_charge": [1.0559, -0.4947, -0.0803, -0.1094, -0.4342, 0.2332, 0.3428, -0.4981, -0.0942, -0.1020, -0.5014, 0.4759, 0.2120, 0.2059, 0.2266, 0.2297, 0.4351, -0.6262, -0.0667, -0.8499, 1.6582, -0.6275, -0.6214, -0.8147, -0.0707, -0.6162, 0.2063, 0.1973, 0.2017, 0.2026, 0.2207, 0.1921, 0.1717, 0.2028, 0.2024, 0.2074, -0.7714, 0.7619, -0.7424, -0.0846, -0.1465, -0.2085, -0.0016, -0.2041, -0.1814, 0.5300, -0.3928, -0.3990, 0.2180, 0.2392, 0.2356, 0.2252, -0.3970, 0.2727, -0.3629, 0.9050, -0.3367, -0.3402, -0.2912]
}

***

[2]
{
  "formula": "C19H20CaCl2N3OS2",
  "method": "ωB97M-V/def2-TZVPD",
  "total_charge": -1,
  "relative_energy_kcal_mol": 9.8,
  "mol_weight_g_mol": 481.5,
  "lumo_ev": 2.14,
  "e_homo_ev": -3.150,
  "multiplicity": 1,
  "species": ["Ca", "C", "C", "N", "N", "C", "O", "C", "C", "C", "C", "C", "C", "C", "C", "C", "C", "C", "N", "H", "H", "H", "H", "H", "H", "H", "H", "H", "H", "H", "H", "C", "C", "S", "C", "C", "S", "H", "H", "H", "H", "H", "H", "Cl", "C", "Cl", "H", "H"],
  "xyz": [[7.91653, 10.72763, 9.13128], [10.15519, 10.29242, 13.32311], [9.42019, 10.87733, 12.14962], [9.34883, 10.19331, 11.05815], [9.98629, 8.99461, 11.08614], [9.58191, 8.25581, 10.05387], [8.72463, 8.59039, 9.19744], [10.17808, 6.83273, 9.99776], [9.61595, 5.86909, 9.21101], [10.19241, 4.61482, 9.11476], [11.34925, 4.28414, 9.88272], [11.88031, 5.35804, 10.63168], [11.30006, 6.57576, 10.67316], [8.73156, 12.18046, 12.18217], [8.87063, 13.09761, 13.24051], [8.08812, 14.26535, 13.24608], [7.14118, 14.48483, 12.25890], [7.13224, 13.50282, 11.24529], [7.87717, 12.42505, 11.19212], [10.12809, 10.80619, 14.29249], [11.18229, 10.22280, 13.02657], [9.79518, 9.33160, 13.52905], [8.75008, 6.06384, 8.58797], [9.53809, 3.86947, 8.61194], [11.72245, 3.28201, 9.81266], [12.70288, 5.12727, 11.33706], [11.62491, 7.22378, 11.49526], [9.62434, 12.97196, 13.95367], [8.09234, 14.91603, 14.16483], [6.43795, 15.29095, 12.12129], [6.33888, 13.49956, 10.52386], [7.16899, 13.32874, 4.97655], [7.00981, 12.78956, 6.39028], [8.64084, 12.22766, 6.91660], [5.72669, 12.67172, 7.01292], [4.41958, 13.11776, 6.50382], [5.49500, 11.74901, 8.53351], [8.01442, 14.10797, 4.92036], [6.21847, 13.68562, 4.55939], [7.52849, 12.56096, 4.28095], [3.90877, 13.81926, 7.14294], [3.74495, 12.20397, 6.58118], [4.42228, 13.62013, 5.50490], [7.09687, 8.56815, 6.60095], [5.97541, 9.55520, 5.71111], [6.07029, 9.28111, 3.94832], [6.09824, 10.65175, 5.90843], [4.99023, 9.33562, 6.02027]],
  "nbo_charge": [1.7274, -0.6745, 0.2031, -0.3293, -0.5069, 0.6064, -0.8119, -0.0306, -0.2161, -0.2146, -0.2219, -0.2117, -0.2271, 0.1719, -0.2579, -0.1611, -0.2779, 0.0782, -0.4881, 0.2023, 0.2351, 0.2398, 0.2330, 0.2059, 0.2089, 0.1991, 0.2363, 0.2128, 0.2088, 0.2279, 0.2356, -0.6572, -0.1670, -0.6347, -0.2138, -0.6545, -0.6962, 0.2094, 0.1895, 0.2121, 0.2063, 0.2137, 0.1973, -0.0055, -0.4143, -0.0795, 0.2809, 0.2106]
}

***

[3]
{
  "formula": "C19H20Cl27F9IN2S",
  "method": "ωB97M-V/def2-TZVPD",
  "total_charge": 1,
  "mol_weight_g_mol": 1563.6,
  "lumo_ev": -4.20,
  "e_homo_ev": -12.460,
  "multiplicity": 1,
  "species": ["F", "C", "F", "C", "C", "C", "C", "C", "C", "C", "N", "N", "C", "I", "C", "F", "F", "S", "F", "F", "F", "F", "F", "H", "H", "H", "H", "H", "H", "H", "H", "H", "H", "H", "C", "Cl", "Cl", "Cl", "H", "C", "Cl", "Cl", "Cl", "H", "C", "Cl", "Cl", "Cl", "H", "C", "Cl", "Cl", "Cl", "H", "C", "Cl", "Cl", "Cl", "H", "C", "Cl", "Cl", "Cl", "H", "C", "Cl", "Cl", "Cl", "H", "C", "Cl", "Cl", "Cl", "H", "C", "Cl", "Cl", "Cl", "H"],
  "xyz": [[0.79527, -1.51126, 1.06586], [1.63334, -2.56626, 0.91481], [1.53128, -3.28542, 2.07311], [1.21331, -3.47923, -0.21047], [0.01894, -4.36287, 0.10625], [-1.29197, -3.62056, 0.32802], [-1.70482, -2.75185, -0.89507], [-1.75602, -1.29916, -0.53245], [-0.91464, -0.38686, -1.12321], [-0.95593, 0.95104, -0.72848], [-1.76419, 1.41627, 0.20152], [-2.58286, 0.51179, 0.72718], [-2.65892, -0.78922, 0.41872], [-4.06920, -1.92352, 1.42454], [3.11269, -2.10601, 0.90306], [3.43608, -1.76096, 2.15344], [3.92807, -3.09816, 0.56586], [3.50676, -0.56886, -0.15790], [2.69116, 0.32088, 0.84506], [4.82856, -0.37842, 0.67486], [4.34393, -1.43730, -1.19940], [2.23954, -0.78303, -1.10291], [3.85271, 0.72263, -0.97948], [2.03653, -4.12792, -0.48167], [0.98896, -2.86794, -1.07679], [-0.11047, -5.01060, -0.75674], [0.17362, -5.01374, 0.95652], [-1.22579, -2.99171, 1.21004], [-2.07261, -4.34491, 0.52229], [-0.91106, -2.83087, -1.62854], [-2.64206, -3.04438, -1.35292], [-0.22483, -0.70262, -1.88942], [-0.29025, 1.66411, -1.19323], [-3.19293, 0.85579, 1.46159], [-1.54136, 4.42844, -1.81765], [-1.55381, 6.17741, -1.91704], [-2.80806, 3.71351, -2.81732], [0.04186, 3.77320, -2.28651], [-1.72785, 4.14602, -0.78955], [-5.27655, -0.75737, -3.17815], [-4.03107, -0.31281, -1.98141], [-6.66872, 0.30987, -3.07397], [-4.58495, -0.75409, -4.79161], [-5.59016, -1.76540, -2.93880], [-0.97123, 0.70739, 4.35884], [-0.29347, -0.81100, 3.77759], [-0.30785, 2.07245, 3.46553], [-2.73804, 0.67073, 4.23969], [-0.70913, 0.81885, 5.40250], [0.78894, -2.51351, -4.57925], [-0.18112, -3.98142, -4.43693], [-0.23822, -1.07976, -4.49473], [2.03688, -2.47163, -3.33718], [1.27581, -2.51755, -5.54608], [-5.72569, -4.87026, -4.26990], [-5.37824, -4.19975, -2.66166], [-6.81905, -3.81088, -5.14811], [-4.23170, -5.12552, -5.16295], [-6.21092, -5.82648, -4.13041], [2.37143, 4.65851, 4.24547], [3.48512, 6.02114, 4.16291], [1.14839, 4.91927, 5.48276], [1.61946, 4.37405, 2.66548], [2.93757, 3.77559, 4.50946], [5.56633, -1.62049, -4.69767], [5.27098, 0.11556, -4.62772], [4.34530, -2.41894, -5.69818], [7.18310, -1.96546, -5.29434], [5.48376, -2.01481, -3.69369], [1.78007, 7.66597, 0.52710], [2.93658, 8.88794, 0.00998], [0.20605, 8.38808, 0.86273], [1.63073, 6.38788, -0.68290], [2.14543, 7.21962, 1.44031], [0.62079, 3.94075, 9.55051], [0.81699, 4.74279, 11.10285], [-0.35362, 4.92828, 8.45466], [2.19019, 3.56510, 8.83568], [0.09691, 3.00978, 9.71558]],
  "lowdin_charge": [0.0638, -0.4466, 0.1082, -0.1014, -0.1549, -0.2035, -0.1410, -0.3185, -0.0023, -0.0817, 0.1415, 0.0039, -0.7271, 1.1156, -0.4359, 0.1331, 0.1543, 0.7563, -0.1149, -0.1068, -0.1562, -0.2072, -0.1027, 0.1362, 0.0406, 0.1256, 0.1228, 0.0734, 0.0996, 0.0816, 0.0994, 0.0631, 0.0469, 0.1065, -1.5410, 0.5539, 0.5354, 0.5405, 0.0020, -1.5232, 0.6434, 0.5695, 0.5510, -0.0807, -1.5103, 0.5751, 0.5155, 0.5261, 0.0206, -1.4940, 0.5552, 0.5818, 0.6016, 0.0022, -1.5187, 0.5415, 0.5577, 0.5408, 0.0169, -1.5287, 0.5564, 0.5066, 0.4867, 0.0169, -1.5588, 0.5387, 0.5133, 0.5565, -0.0049, -1.5547, 0.5460, 0.5263, 0.4819, -0.0320, -1.5522, 0.5441, 0.5005, 0.5137, 0.0092]
}

***

[4]
{
  "formula": "C19H20ClN3O2",
  "method": "ωB97M-V/def2-TZVPD",
  "relative_energy_kcal_mol": 41.6,
  "mol_weight_g_mol": 357.8,
  "lumo_ev": 0.53,
  "e_homo_ev": -8.770,
  "multiplicity": 1,
  "species": ["C", "C", "C", "C", "C", "C", "C", "H", "H", "C", "N", "C", "O", "C", "C", "C", "C", "O", "C", "N", "C", "C", "C", "N", "C", "H", "H", "H", "Cl", "C", "H", "H", "H", "H", "H", "H", "H", "H", "H", "H", "H", "H", "H", "H", "H"],
  "xyz": [[-2.80272, -5.65288, 2.14078], [-1.64549, -4.87218, 1.59642], [-0.65782, -4.36992, 2.43123], [0.41058, -3.65527, 1.91648], [0.51856, -3.43539, 0.55199], [-0.47004, -3.93534, -0.28859], [-1.53671, -4.64305, 0.22813], [-2.29692, -5.02907, -0.43591], [-0.39198, -3.76737, -1.35303], [1.65720, -2.63844, -0.02913], [1.18086, -1.40009, -0.60809], [1.16509, -1.17693, -1.94214], [1.62951, -1.94435, -2.76346], [0.55152, 0.10717, -2.32732], [0.49023, 0.71030, -3.55525], [-0.19828, 1.92745, -3.36499], [-0.52141, 1.98338, -2.03959], [-0.06776, 0.88306, -1.40148], [-1.22033, 3.03552, -1.23732], [-0.29792, 3.72946, -0.37202], [0.10345, 3.37587, 0.87175], [1.05404, 4.31450, 1.22703], [1.17223, 5.19366, 0.13211], [0.34487, 4.80897, -0.82138], [2.05624, 6.37886, 0.00467], [1.89047, 6.85070, -0.95871], [1.84620, 7.09220, 0.80023], [3.10003, 6.07911, 0.08637], [1.91035, 4.38856, 2.71362], [-0.44607, 2.22577, 1.63074], [-0.43504, 1.32061, 1.02660], [-1.47427, 2.42224, 1.93783], [0.15471, 2.06858, 2.52251], [-2.01085, 2.58953, -0.62691], [-1.64532, 3.77358, -1.91947], [-0.42564, 2.66450, -4.10677], [0.89653, 0.32049, -4.46499], [0.72669, -0.74162, 0.00451], [2.13388, -3.18844, -0.84569], [2.40314, -2.41577, 0.74040], [1.16987, -3.27231, 2.58398], [-0.72299, -4.53677, 3.49708], [-3.74552, -5.22462, 1.80327], [-2.79195, -5.66157, 3.22779], [-2.76122, -6.68268, 1.78674]],
  "nbo_charge": [-0.6265, -0.0194, -0.2155, -0.1991, -0.0622, -0.1501, -0.2141, 0.2073, 0.2131, -0.2496, -0.5938, 0.6240, -0.6165, 0.1610, -0.2271, -0.2959, 0.2820, -0.4161, -0.2573, -0.1558, 0.1463, -0.1635, 0.1311, -0.2740, -0.6392, 0.2337, 0.2246, 0.2257, 0.0118, -0.6553, 0.2265, 0.2268, 0.2437, 0.2248, 0.2506, 0.2356, 0.2449, 0.4016, 0.2469, 0.2006, 0.2071, 0.2081, 0.2185, 0.2140, 0.2207]
}